[1]
86
Properties=species:S:1:pos:R:3 method="wB97M-V/def2-TZVPD" e_tot_ev=-113110.89736 lumo_ha="0.161 / 0.161" total_charge=-2 homo_lumo_gap_ev="4.721 / 5.835" spin_multiplicity=5
Cr -0.392 -0.181 -0.228
C 3.877 -0.049 -0.865
C 2.569 0.094 -0.102
N 1.443 0.183 -1.029
N 1.647 1.214 -1.888
C 0.608 1.727 -2.443
S -1.035 1.257 -2.026
S 0.895 3.144 -3.484
C 1.213 4.387 -2.191
C -0.020 4.815 -1.444
C -0.739 5.939 -1.844
C -1.908 6.308 -1.191
C -2.382 5.541 -0.132
C -1.676 4.415 0.274
C -0.496 4.065 -0.370
C 2.521 1.261 0.871
C 3.647 2.015 1.181
C 3.613 3.084 2.069
C 2.399 3.403 2.671
C 1.258 2.684 2.368
C 1.268 1.613 1.447
O 0.127 1.017 1.192
H 4.027 0.806 -1.522
H 3.791 -0.955 -1.467
H 4.732 -0.159 -0.196
H 1.665 5.236 -2.711
H 1.955 3.948 -1.524
H -0.383 6.524 -2.687
H -2.455 7.185 -1.516
H -3.308 5.810 0.363
H -2.052 3.772 1.059
H 0.034 3.175 -0.052
H 4.591 1.759 0.714
H 4.512 3.649 2.285
H 2.339 4.227 3.375
H 0.302 2.929 2.816
C -3.044 -3.321 4.615
O -1.763 -3.129 5.170
C -0.787 -2.661 4.314
C 0.452 -2.395 4.889
C 1.473 -1.919 4.090
C 1.329 -1.685 2.699
C 2.425 -1.208 1.945
C 3.758 -0.945 2.574
O 2.342 -1.157 0.586
C 0.033 -1.950 2.128
O -0.237 -1.757 0.874
C -0.990 -2.442 2.962
H -3.685 -3.659 5.429
H -3.035 -4.079 3.826
H -3.447 -2.396 4.196
H 0.595 -2.556 5.951
H 2.427 -1.707 4.556
H 4.110 -1.814 3.148
H 3.733 -0.086 3.255
H 4.496 -0.735 1.802
H -1.942 -2.599 2.472
C -3.077 -4.629 -2.312
C -3.155 -3.254 -1.656
C -2.436 -2.175 -2.465
S -0.669 -2.139 -2.033
O -0.229 -3.547 -1.830
C -0.041 -1.668 -3.654
C 1.472 -1.804 -3.741
C 1.947 -1.659 -5.183
H -3.615 -5.376 -1.722
H -2.037 -4.944 -2.404
H -3.522 -4.610 -3.313
H -2.733 -3.284 -0.650
H -4.197 -2.948 -1.534
H -2.800 -1.174 -2.234
H -2.537 -2.356 -3.539
H -0.385 -0.648 -3.832
H -0.530 -2.357 -4.352
H 1.759 -2.780 -3.342
H 1.940 -1.049 -3.111
H 1.513 -2.430 -5.827
H 3.035 -1.739 -5.247
H 1.664 -0.683 -5.587
C -4.512 -1.073 1.039
O -3.224 -1.182 0.466
C -2.469 0.015 0.428
O -3.033 1.013 0.816
H -4.909 -2.087 1.108
H -5.180 -0.461 0.426
H -4.469 -0.619 2.031

[2]
51
Properties=species:S:1:pos:R:3 method="wB97M-V/def2-TZVPD" e_tot_ev=-105011.54881 lumo_ha=-0.138 total_charge=+1 homo_lumo_gap_ev=7.177
C 1.048 2.937 1.117
C 0.927 2.169 -0.341
C 1.812 0.760 -0.323
C 0.852 -0.593 -0.303
C 0.385 -0.957 1.253
C -1.242 -1.123 1.415
C -2.068 0.234 0.978
C -3.671 0.201 1.317
N -4.409 -1.024 0.825
C -5.310 -0.794 -0.369
C -4.692 0.306 -1.415
N -3.417 -0.216 -2.111
C -3.260 0.667 -3.174
S -3.365 1.482 -4.678
O -4.343 1.600 -0.803
C -4.407 1.551 0.668
Br -3.575 3.278 1.333
H 0.950 4.103 0.908
H 0.181 2.551 1.835
H 2.118 2.785 1.613
H 1.450 2.878 -1.146
H -0.181 1.988 -0.686
H 2.486 0.735 -1.308
H 2.578 0.742 0.584
H -0.098 -0.475 -0.976
H 1.498 -1.459 -0.787
H 0.803 -0.155 2.028
H 0.908 -1.980 1.522
H -1.565 -1.545 2.479
H -1.574 -1.971 0.643
H -1.608 1.116 1.639
H -1.831 0.555 -0.147
H -3.829 0.307 2.494
H -5.042 -1.331 1.623
H -3.810 -1.849 0.605
H -6.419 -0.517 -0.026
H -5.416 -1.848 -0.917
H -5.505 0.456 -2.273
H -5.535 1.594 1.056
C 6.783 -0.581 -0.611
C 6.662 -1.443 0.478
C 5.558 -2.289 0.579
C 4.580 -2.280 -0.415
C 4.703 -1.420 -1.506
C 5.802 -0.568 -1.602
H 7.642 0.081 -0.687
H 7.428 -1.455 1.250
H 5.461 -2.957 1.432
H 3.722 -2.943 -0.339
H 3.941 -1.415 -2.282
H 5.895 0.106 -2.450

[3]
10
Properties=species:S:1:pos:R:3 method="wB97M-V/def2-TZVPD" e_tot_ev=-12158.50273 lumo_ha=-0.023 homo_lumo_gap_ev=9.400 smiles="O=Cn1nnc(=O)[nH]1"
C 1.797 0.217 -0.100
C -1.761 -0.305 -0.060
H 2.323 1.222 -0.039
H 0.108 -1.716 0.387
N 0.401 0.392 0.129
N -0.414 1.569 -0.073
N -1.587 1.179 -0.055
N -0.467 -0.670 0.065
O 2.300 -0.874 -0.135
O -2.700 -1.014 -0.118

[4]
18
Properties=species:S:1:pos:R:3 method="wB97M-V/def2-TZVPD" e_tot_ev=-38267.59749 lumo_ha=0.033 homo_lumo_gap_ev=10.922 smiles="C[SiH](C)Cl.ClC1C=C1"
C -2.553 1.676 1.281
C -3.087 0.835 0.103
C -2.015 1.970 0.124
C 2.271 -2.058 0.597
C 0.828 -0.190 -1.582
Si 1.779 -0.310 0.059
Cl -2.383 -0.726 -0.174
Cl 3.263 1.048 0.036
H -2.383 1.754 2.303
H -4.048 0.944 -0.258
H -1.417 2.718 -0.216
H 3.379 -2.247 0.850
H 1.802 -2.243 1.475
H 1.923 -2.734 -0.144
H 1.008 -1.186 -2.075
H -0.335 -0.292 -1.479
H 1.130 0.736 -2.150
H 0.837 0.305 1.249

[5]
34
Properties=species:S:1:pos:R:3 method="wB97M-V/def2-TZVPD" e_tot_ev=-114890.72947 lumo_ha=0.004 homo_lumo_gap_ev=9.420 smiles=ClC(Cl)(Cl)Cl.ClC(Cl)(Cl)Cl.c1ccccc1.c1ccccc1
C 2.318 22.319 -15.810
Cl 2.392 22.848 -14.119
Cl 3.584 23.109 -16.789
Cl 2.496 20.568 -15.892
Cl 0.696 22.815 -16.445
C 0.685 22.789 -19.968
Cl 0.349 22.855 -21.696
Cl 1.297 24.373 -19.488
Cl -0.798 22.325 -19.109
Cl 1.933 21.588 -19.747
C 6.045 22.028 -14.357
C 6.626 21.489 -15.506
C 6.466 20.119 -15.713
C 5.775 19.315 -14.799
C 5.223 19.886 -13.657
C 5.296 21.264 -13.508
H 6.085 23.108 -14.271
H 7.002 22.068 -16.338
H 6.883 19.756 -16.645
H 5.701 18.252 -14.984
H 4.589 19.263 -13.040
H 4.789 21.759 -12.690
C 4.384 28.227 -13.169
C 5.566 27.521 -13.249
C 5.635 26.287 -13.902
C 4.524 25.878 -14.594
C 3.384 26.714 -14.683
C 3.262 27.863 -13.926
H 4.348 29.140 -12.589
H 6.367 27.815 -12.581
H 6.512 25.653 -13.899
H 4.479 24.952 -15.149
H 2.571 26.258 -15.237
H 2.481 28.609 -13.980